162
Properties=species:S:1:pos:R:3:forces:R:3 method="wB97M-V/def2-TZVPD" total_charge=+2 homo_lumo_gap_ev="7.44 / 1.89" largest_force_ev_per_a=4.452 e_homo_ev="-11.768 / -11.768" energy_ha=-2882.32020 spin_multiplicity=4
H 6.600994 -3.034146 -4.193537 -0.427 0.663 0.051
H 2.039574 -8.899925 -0.349998 0.339 0.892 0.462
H -0.227256 -2.666536 3.039500 -0.192 -0.218 0.115
H 4.286021 4.471733 -1.174109 0.451 0.584 -0.180
H -1.483041 7.759507 -4.976292 0.407 -0.407 -0.054
C 1.350815 -8.228325 -0.862500 -0.288 0.556 -0.422
C -0.818430 -3.840647 -1.510698 0.075 -1.119 1.056
H 3.679637 4.225947 5.905298 0.140 0.562 -0.055
C 0.353688 -6.095618 -1.171998 -1.367 -0.838 0.506
H -5.510417 -1.195490 0.883312 0.015 0.103 0.275
H -2.530799 5.757324 -2.100553 -0.297 0.286 0.094
N -5.173627 -4.375502 -0.286537 -0.057 -0.710 -0.771
H -1.470769 -7.001485 1.467275 -0.054 0.133 0.040
H 5.883569 -2.707231 -0.714312 0.271 -0.234 0.017
C 1.026866 -5.391923 3.025854 -1.556 0.093 -1.008
H -0.602407 -6.501672 -0.841706 -0.475 0.137 0.205
N -0.559763 -6.852430 1.877106 0.992 -1.250 -0.159
H -5.394508 -0.276423 -2.028966 -0.575 -0.454 0.369
H -0.796835 -3.774106 -2.598452 0.156 0.014 -0.017
H -3.937906 -2.533746 2.181260 -0.182 -0.301 0.473
H -6.017886 -4.487194 -0.829547 -0.487 -0.157 0.254
O -4.407784 -1.759767 -0.776526 -0.651 0.640 -0.473
C 1.476052 0.545487 4.825418 -0.546 -1.362 -0.198
H 1.954754 -0.066652 5.589764 0.032 0.579 0.481
C -5.498048 -1.991686 0.138991 0.099 -0.286 -0.337
H 0.465175 0.157996 4.698637 -0.216 0.208 0.214
Pd 0.498727 1.806148 -3.290044 -0.805 0.013 1.772
H 2.446288 4.826360 3.813566 -0.128 0.171 -0.056
H -1.676124 -4.453665 -1.233844 -0.337 0.163 -0.146
H -0.744419 3.824737 -1.855295 0.665 -0.305 0.619
H -2.764994 3.238540 -0.996814 -0.058 0.137 0.138
H -1.188920 -0.358893 1.464818 -0.128 0.126 0.206
C -1.397402 -5.748809 3.817434 -0.172 -1.210 1.375
C 4.148732 4.699101 -0.116959 1.479 -1.752 0.155
H 5.331089 5.904129 2.127995 -0.242 0.486 -0.540
C 3.741329 2.131507 0.099475 0.525 -0.445 0.241
N 1.628846 -4.079552 -1.555921 -0.012 0.733 -0.063
H -3.464551 1.906483 1.940133 -0.026 0.237 -0.339
H 3.145675 3.723867 1.419237 -0.477 -0.198 0.238
H 2.472636 -0.602757 -1.291662 -0.138 0.371 -0.140
H 1.515427 -3.993360 -2.555825 0.257 -0.287 -0.234
H 4.840744 4.272518 2.429270 -0.050 -0.404 0.240
H 3.182883 2.487265 4.100630 0.276 0.282 0.171
H -4.435877 4.731890 2.346695 0.010 0.254 0.115
H -2.456492 4.203233 3.838254 -0.142 -0.655 0.463
H 0.652848 -0.525265 0.220038 0.713 -0.101 -0.387
N -1.217963 3.640568 2.308922 0.823 -0.320 0.474
H -3.753215 5.262754 -3.374514 -0.102 0.527 0.090
H 2.387113 -4.709496 -1.336155 0.237 -0.065 -0.231
H 0.332641 -6.327579 -2.236820 0.640 0.068 -0.349
C -0.462243 -5.673094 2.661863 -0.402 1.813 -0.510
C 2.621151 4.485511 5.923433 1.136 -0.570 1.855
H -3.321858 4.670006 1.002201 0.054 -0.224 -0.109
O 1.157897 -4.168524 3.708567 -0.079 1.384 0.525
H 1.089279 -3.089048 1.929172 0.091 0.275 -0.158
H -1.021650 -6.609166 4.371239 -0.169 -0.033 0.610
H -2.993801 5.808752 2.275553 -0.103 -0.098 0.202
C 3.232863 3.575800 0.342859 1.736 -1.143 0.794
N 0.281003 2.513523 -5.469562 0.424 0.295 1.706
H -1.968300 8.015098 -3.377892 -0.259 -0.551 0.600
H -0.814607 2.858262 2.804301 0.339 -0.360 0.711
H -3.739250 -4.340011 1.890953 -0.479 0.064 0.772
H 0.622594 -4.402485 0.108207 -0.914 -0.099 0.346
H 2.401387 5.480817 6.309660 0.523 0.214 -0.519
C -2.166420 7.360557 -4.226674 0.839 0.858 -1.137
N 2.010441 3.756772 -0.322595 -1.934 0.598 -0.896
O -2.332748 1.449431 3.595015 1.125 -0.392 0.261
H -0.225512 -1.557095 -3.359334 0.234 0.117 -0.943
C 6.420808 -3.077564 -3.119411 -0.298 -0.640 0.867
H -4.369333 0.283448 -0.680749 -0.021 0.368 -0.088
H 1.376277 -6.275997 3.559185 0.138 0.478 0.846
H 4.879805 -0.653776 -0.874037 -0.311 0.412 0.080
H -4.085641 2.409199 3.534771 -0.558 0.061 -0.273
H -0.029311 -0.312272 -5.727642 0.487 -0.100 0.405
H 1.741551 2.561103 3.121835 -0.338 0.346 -0.092
H -1.755443 -0.254987 -5.716117 -0.172 0.140 -0.420
H -0.868341 -4.884395 2.028500 0.426 1.077 -0.138
H -1.846536 -0.377282 -0.147166 0.203 0.014 -0.264
H -2.550299 1.840511 -2.025317 0.014 0.064 -0.289
H 0.136514 4.463288 3.907256 -1.275 1.842 -1.403
H -3.497875 -0.243105 3.354356 -0.083 -0.136 -0.203
H 0.379475 -8.706143 -0.734834 -0.345 0.362 0.093
C -1.146439 -0.982563 -3.458855 -0.449 -0.222 1.573
C -2.572038 3.740141 2.858300 -0.153 0.446 -1.025
H -1.707540 2.286439 -5.931928 -0.237 -0.486 0.906
H -2.283992 -0.422058 4.593801 0.242 0.554 0.101
H 1.188091 2.403494 -5.899881 0.090 -0.802 -0.400
C -2.977483 0.291583 4.148967 -0.656 0.573 -0.821
C 0.406729 -4.591063 -0.943426 1.198 0.017 -0.579
H 4.430509 -3.621219 -1.124159 -0.222 -0.063 0.078
H 6.548576 4.688638 2.149820 -0.063 -0.212 0.205
O 0.463470 1.006600 -1.181358 0.048 0.205 0.115
C -4.016408 -3.367663 1.483747 1.968 -0.489 0.976
H 1.973009 0.211645 3.914545 0.345 0.853 -0.379
H 2.836590 -0.822098 0.666940 -0.164 -0.269 0.356
C 4.180441 -1.484316 -0.778176 -0.886 -0.856 -0.432
H 3.607044 5.636845 0.006721 0.554 0.325 0.261
O -1.870669 5.970807 -4.071938 -1.119 -0.166 0.935
C -2.704360 5.318607 -3.083155 1.595 -1.828 -0.231
O 5.210111 -2.480802 -2.687330 -0.289 0.271 0.536
H 1.421767 -2.139409 3.424171 0.109 -0.127 -0.067
C -4.504211 -0.489532 -1.437323 0.583 -0.590 0.363
O 5.489480 4.563156 0.504516 -2.201 0.616 -2.470
H 3.176639 -2.607661 0.819861 -0.254 0.079 -0.325
C -0.577761 1.589111 -7.502594 -0.744 -0.613 -0.518
H -1.733972 1.161690 0.720147 -0.281 -0.081 0.053
C -2.258416 3.772755 -3.045040 -1.150 -0.311 -0.219
C -2.945142 2.856205 -2.001539 -0.534 1.037 -0.661
H 1.597214 -8.268204 -1.923539 0.025 0.044 -0.096
C -5.300172 -3.411799 0.766650 -0.517 1.928 -1.197
H -2.510980 3.451012 -4.055388 0.064 -0.349 -0.051
H 0.043167 3.448850 -5.767385 -0.063 0.561 0.598
H -2.402766 -6.052549 3.525774 -0.045 0.101 -0.399
H 3.585312 1.659902 -0.870762 -0.283 0.896 -0.737
C -3.381367 4.808595 2.081716 0.062 -0.866 -0.100
H 0.453884 1.702919 -7.835531 0.162 -0.593 0.332
H 0.243101 3.709249 5.223966 -0.781 -0.059 2.148
H -1.528128 -4.913287 4.505118 0.499 0.233 -0.281
H 7.238115 -2.624569 -2.558250 0.374 -0.154 -0.181
H 1.671545 -5.364306 2.147372 -0.145 -0.003 -0.585
H -3.143933 -3.238499 0.843278 -0.271 0.385 -0.725
C 0.827153 -2.935423 2.975969 0.508 -1.985 0.502
C -0.806390 1.676150 -5.991608 0.733 0.052 -1.574
H -3.707235 -0.440495 -2.179302 0.304 -0.043 0.256
H -1.967426 -1.484672 -3.970689 0.338 -0.158 -0.391
C 3.574520 -1.620213 0.585921 1.703 0.406 1.493
H -1.017211 0.636910 -7.799745 0.291 -0.004 -0.668
H 4.356477 -1.415120 1.317066 -0.035 -0.055 0.577
H 6.352963 -4.144602 -2.907480 0.391 -0.273 0.211
H -3.745561 0.635334 4.841788 0.100 -0.217 0.367
H -3.112815 7.630317 -4.695366 -0.578 -0.689 0.494
H -6.159915 -3.611384 1.406273 0.101 -0.142 0.092
N -0.833387 3.537770 -2.819576 0.299 1.733 -0.036
C 2.004000 4.217893 4.602395 -0.053 1.765 0.099
H 2.259814 3.611523 -1.290477 -0.200 0.278 -0.603
H 4.804952 1.947496 0.250974 0.034 0.287 0.562
C 0.206942 0.464022 0.117200 -0.504 -0.458 -1.206
H -4.559846 -3.931844 -0.954771 0.503 -0.219 -0.211
H 0.655023 1.075419 0.900470 0.414 0.366 0.005
H 2.442004 -2.163166 -1.564954 0.117 -0.569 0.068
H -4.018849 2.855034 -2.189295 -0.056 -0.197 0.229
H 1.385410 2.977095 -0.175844 -0.176 -0.259 0.320
H -6.429442 -1.945903 -0.425384 -0.223 -0.037 -0.028
C -1.234128 0.210611 0.536536 -0.137 0.518 -0.156
H 3.159872 1.424841 0.691608 0.091 0.088 0.639
O 1.345973 -6.819132 -0.440747 0.424 -0.785 -0.715
C 4.943294 -2.669640 -1.264371 1.356 -0.323 -1.312
H -0.975622 -2.865590 -1.049572 0.258 0.070 -0.098
H -1.246631 3.165911 1.417875 -0.219 0.568 -0.898
H 2.241037 3.855453 6.727569 -0.348 -0.413 -0.261
C 5.523488 4.873779 1.828887 0.704 0.210 1.741
H -1.089454 2.371299 -8.063361 -0.293 0.025 0.241
H -1.458646 -0.962510 -2.414713 -0.143 0.751 0.000
N 3.047894 -1.358206 -1.635862 -1.132 1.511 -1.932
C -3.197093 2.329352 2.908501 -0.576 0.518 1.493
C 2.125210 2.749661 4.124505 -0.902 -1.568 1.267
C -0.871535 0.270360 -5.354429 -0.694 1.068 -2.250
N 0.606090 4.549656 4.797282 1.103 -3.516 -2.499
O 1.422099 1.938842 5.107089 0.843 0.725 -1.209
H 0.134416 -6.703301 1.158782 -0.093 -0.769 -0.471
O -0.995923 0.349157 -3.984174 0.231 -0.900 1.219
H -0.405107 4.316320 -3.299716 0.662 0.278 -0.392